[1]
C4H11NO | ωB97M-V/def2-TZVPD

Properties
* Kohn-Sham gap: 10.139 eV
* charge: 0
* molecular weight: 89.14 g/mol
* E_HOMO: -9.6 eV
* strongest force on any atom: 1.91 eV Å⁻¹
* E_LUMO: 0.58 eV

```
17
Properties=species:S:1:pos:R:3:forces:R:3
C -0.88832 -1.03944 -1.04525 -0.3 1.1 -1.0
C -1.01338 -1.47578 0.19866 1.8 0.3 0.0
C -1.29481 -0.58988 1.39240 -0.8 -1.4 0.3
C -0.20372 0.44289 1.59942 -0.5 1.8 -0.3
N -0.45301 1.36406 2.72698 -0.5 -1.0 1.1
H -1.39525 -0.15292 -1.43175 0.0 0.2 0.6
H -0.18509 -1.37676 -1.80667 -0.5 -1.0 0.3
H -0.43674 -2.37465 0.41020 -0.1 0.0 0.2
H -1.35880 -1.23400 2.27498 0.1 0.0 0.1
H -2.28150 -0.12080 1.34684 0.1 0.3 -0.2
H 0.82406 0.09252 1.64142 -0.1 -0.5 0.1
H -0.23947 1.12313 0.74438 0.2 -0.3 -0.3
H -1.45351 1.55930 2.74657 0.1 0.4 -0.5
H -0.41458 0.83604 3.61096 0.6 0.2 -0.3
O 3.15373 0.86554 -4.21730 -0.3 -0.2 0.3
H 3.12307 0.37796 -3.38240 0.2 0.1 -0.2
H 2.22254 1.05995 -4.38190 0.2 0.1 -0.1
```
Forces are in eV/Å.



[2]
C4H11NO | ωB97M-V/def2-TZVPD

Properties
* Kohn-Sham gap: 10.159 eV
* charge: 0
* molecular weight: 89.14 g/mol
* E_HOMO: -9.1 eV
* strongest force on any atom: 6.98 eV Å⁻¹
* E_LUMO: 1.04 eV

```
17
Properties=species:S:1:pos:R:3:forces:R:3
C 0.46966 2.04888 -1.14799 0.6 -1.6 0.1
C 1.36930 0.92126 -0.37945 0.7 -2.0 -1.3
O 0.42764 -0.00133 0.28567 -0.7 6.4 -2.7
C 0.45809 -1.16183 0.97816 1.0 0.5 0.8
N -0.93243 -1.40402 1.41232 1.6 0.7 -0.6
C -1.64895 -1.41747 0.17655 -4.6 1.9 -1.6
H -0.11844 2.44923 -0.30155 0.0 0.1 -0.8
H 1.06746 2.88662 -1.67954 -0.8 -1.6 1.0
H -0.22756 1.50064 -1.90792 1.3 1.1 1.4
H 2.08915 1.31567 0.35585 -0.6 0.3 -0.1
H 2.09365 0.30027 -1.10494 -1.7 1.2 1.1
H 0.88982 -1.75150 0.13685 -0.3 -1.8 1.8
H 1.02815 -0.88399 1.87108 0.6 -1.5 0.2
H -1.21786 -0.58258 1.99121 0.5 -0.9 -0.8
H -1.63496 -2.38061 -0.26154 -0.7 -1.6 0.2
H -2.79962 -0.96712 0.32938 2.9 -1.7 -0.4
H -1.31308 -0.87209 -0.75415 0.2 0.5 1.6
```
Forces are in eV/Å.



[3]
C4H11NO | ωB97M-V/def2-TZVPD

Properties
* Kohn-Sham gap: 8.928 eV
* charge: 0
* molecular weight: 89.14 g/mol
* E_HOMO: -8.1 eV
* strongest force on any atom: 2.50 eV Å⁻¹
* E_LUMO: 0.86 eV

```
17
Properties=species:S:1:pos:R:3:forces:R:3
C 0.50098 -0.45460 -1.37133 -0.9 -0.5 -0.1
C -0.47250 -0.00575 -0.30766 -0.3 0.6 0.9
C -1.46161 -0.97864 0.21892 0.3 -1.9 0.4
C -0.53736 1.24120 0.17896 1.1 -0.6 0.0
N 0.40811 2.20870 -0.23147 -0.9 2.2 0.7
H -0.00191 -1.23352 -1.96659 0.2 0.4 -0.1
H 1.41299 -0.94728 -1.01602 -0.1 0.3 0.4
H 0.77954 0.37021 -2.01354 0.1 0.0 -0.3
H -2.29138 -1.11902 -0.46379 -0.3 -0.1 -0.2
H -1.85862 -0.78789 1.21579 -0.1 0.6 -0.1
H -1.01386 -1.99157 0.35621 -0.1 0.4 -0.3
H -1.14927 1.49129 1.09875 0.6 -0.1 -1.5
H -0.01450 3.14515 -0.13817 0.5 -0.6 0.2
H 0.79586 2.20818 -1.16813 -0.3 -0.8 0.1
O 1.82613 -1.27679 2.11029 0.2 0.2 -0.1
H 2.17806 -0.50061 1.64259 -0.5 -0.4 0.2
H 0.89936 -1.36906 1.85520 0.2 0.3 -0.1
```
Forces are in eV/Å.



> What is the formula in the second record?

C4H11NO